{
  "formula": "C5H10ClN3O2",
  "method": "ωB97M-V with the def2-TZVPD basis set",
  "de_lowest_ev": 2.134,
  "smiles": "[H]/N=C/[NH+]=C\\[N+](OC)=C(/Cl)OC",
  "total_energy_ha": -970.6272,
  "charge": 2,
  "species": ["C", "C", "C", "C", "C", "N", "N", "N", "O", "O", "Cl", "H", "H", "H", "H", "H", "H", "H", "H", "H", "H"],
  "positions_angstrom": [[-1.3900, -0.3454, 0.8100], [-0.1103, 0.9725, 2.4397], [0.9226, -0.3502, -0.2684], [2.6035, 1.0232, -1.4824], [-2.1839, -1.3767, -1.7575], [-0.5114, -0.4690, -0.1851], [-1.2136, 0.2586, 2.0265], [0.9880, 1.0426, 1.8030], [1.2004, 0.6529, -1.0227], [-0.8613, -0.9066, -1.4559], [1.9453, -1.5337, 0.3359], [-2.3907, -0.6051, 0.6096], [-0.2193, 1.2080, 3.6199], [3.4064, 0.1787, -1.3837], [2.8301, 1.8474, -0.9374], [2.4974, 1.3522, -2.5483], [-2.9190, -0.6043, -1.7539], [-2.3493, -2.1266, -1.1062], [-2.1095, -1.7752, -2.7690], [-2.0339, 0.2087, 2.7374], [1.8983, 1.3481, 2.2886]]
}

=====

{
  "formula": "C6H14O",
  "method": "ωB97M-V with the def2-TZVPD basis set",
  "de_lowest_ev": 2.427,
  "smiles": "C/C=C(\\C)CC.O",
  "total_energy_ha": -312.1658,
  "charge": 0,
  "species": ["C", "C", "C", "C", "C", "C", "H", "H", "H", "H", "H", "H", "H", "H", "H", "H", "H", "H", "H", "H", "O"],
  "positions_angstrom": [[-0.8817, -2.0776, -1.0875], [-0.8684, -0.5271, -0.9131], [0.3508, -0.0383, -0.1460], [0.0881, 0.6196, 1.0732], [0.8611, 0.2938, 2.3474], [1.7416, -0.6278, -0.4387], [-1.8782, -2.3488, -1.4070], [-0.7397, -2.3578, -0.0071], [-0.1651, -2.6348, -1.7500], [-0.9544, -0.0474, -1.8730], [-1.7734, -0.2994, -0.3810], [-0.7909, 1.2523, 1.1634], [0.1584, 0.0039, 3.1950], [1.5443, -0.5575, 2.4212], [1.4219, 1.2766, 2.4490], [2.1749, -1.0711, 0.5033], [2.3236, 0.1483, -0.8434], [1.5791, -1.3694, -1.2367], [-1.1048, 2.7361, -1.0060], [-1.2935, 4.2059, -1.1720], [-1.7936, 3.4204, -0.8910]]
}

=====

{
  "formula": "C6H7BrNOP",
  "method": "ωB97M-V with the def2-TZVPD basis set",
  "total_energy_ha": -3278.0332,
  "charge": 0,
  "species": ["C", "C", "C", "C", "C", "C", "N", "O", "P", "Br", "H", "H", "H", "H", "H", "H", "H"],
  "positions_angstrom": [[1.1968, 0.8163, -1.0034], [1.8615, 0.5311, 0.0396], [-0.8476, -0.4235, -0.8799], [-0.6482, 1.4182, 0.6104], [-0.3253, 0.9951, -0.8381], [-0.2572, 0.1432, 1.3093], [-0.7537, -0.8432, 0.5248], [-1.1836, -1.1674, -1.7553], [-0.5066, -2.4507, 0.9528], [3.5996, 0.0622, 0.6528], [1.6007, 0.9506, -2.0439], [0.0440, 2.1763, 0.8741], [-1.5718, 1.8967, 0.6496], [-1.0332, 1.5721, -1.6174], [-0.1784, 0.0540, 2.4137], [0.4298, -2.7401, -0.0730], [-1.4267, -2.9910, 0.1841]]
}

=====

{
  "formula": "CH2NOS2",
  "method": "ωB97M-V with the def2-TZVPD basis set",
  "de_lowest_ev": 1.442,
  "total_energy_ha": -965.6836,
  "charge": -1,
  "species": ["C", "N", "O", "S", "S", "H", "H"],
  "positions_angstrom": [[-1.0156, 0.7633, 1.3858], [0.8320, -0.7427, -0.9349], [-2.0483, 1.3199, 1.4316], [0.3285, 0.0858, 1.8755], [-0.6081, -0.8007, -1.9617], [0.8032, 0.1325, -0.3796], [1.7083, -0.7582, -1.4166]]
}

=====

{
  "formula": "C47H86BCl6O36",
  "method": "ωB97M-V with the def2-TZVPD basis set",
  "total_energy_ha": -7337.4150,
  "charge": -1,
  "species": ["O", "C", "O", "B", "O", "C", "O", "O", "C", "O", "C", "O", "O", "C", "Cl", "Cl", "H", "H", "C", "Cl", "Cl", "H", "H", "C", "Cl", "Cl", "H", "H", "C", "C", "O", "C", "O", "O", "C", "H", "H", "H", "H", "H", "H", "H", "H", "C", "C", "O", "C", "O", "O", "C", "H", "H", "H", "H", "H", "H", "H", "H", "C", "C", "O", "C", "O", "O", "C", "H", "H", "H", "H", "H", "H", "H", "H", "C", "C", "O", "C", "O", "O", "C", "H", "H", "H", "H", "H", "H", "H", "H", "C", "C", "O", "C", "O", "O", "C", "H", "H", "H", "H", "H", "H", "H", "H", "C", "C", "O", "C", "O", "O", "C", "H", "H", "H", "H", "H", "H", "H", "H", "C", "C", "O", "C", "O", "O", "C", "H", "H", "H", "H", "H", "H", "H", "H", "C", "C", "O", "C", "O", "O", "C", "H", "H", "H", "H", "H", "H", "H", "H", "O", "C", "O", "C", "C", "C", "H", "H", "H", "H", "H", "H", "H", "H", "O", "C", "O", "C", "C", "C", "H", "H", "H", "H", "H", "H", "H", "H"],
  "positions_angstrom": [[1.6769, -2.6094, -0.5934], [1.3603, -1.4739, -0.2374], [0.0982, -1.0397, -0.2523], [-0.0006, 0.3224, 0.2457], [1.3837, 0.6970, 0.5369], [2.2069, -0.2754, 0.2298], [3.4516, -0.2026, 0.2587], [-0.8581, 0.4048, 1.4340], [-1.9073, 1.1106, 1.1708], [-2.7247, 1.4864, 2.0030], [-1.8367, 1.5637, -0.2887], [-0.6318, 1.1386, -0.7650], [-2.7028, 2.2543, -0.8655], [4.6769, -2.8972, 0.8662], [5.5715, -4.4081, 0.9207], [5.2393, -1.8960, 2.1841], [4.8386, -2.3666, -0.0721], [3.6291, -3.1858, 0.9502], [4.6725, 3.0411, 0.2275], [3.5811, 3.3597, -1.1605], [5.7561, 4.3894, 0.3394], [4.1190, 2.9381, 1.1608], [5.2517, 2.1494, -0.0122], [-3.2801, 5.4633, -2.7362], [-3.6370, 6.0740, -4.3673], [-4.2586, 6.2850, -1.6123], [-3.4445, 4.3865, -2.6949], [-2.2420, 5.6100, -2.4382], [-0.9421, 0.0200, -4.1621], [0.4743, -0.5336, -4.1385], [1.4143, 0.3722, -4.6560], [1.5084, 0.6459, -5.9553], [0.7908, 0.2447, -6.8798], [2.5347, 1.4364, -6.0604], [2.6281, 2.2518, -7.1923], [-1.6005, -0.5851, -3.5388], [-1.4035, 0.0562, -5.1489], [-0.9285, 1.0480, -3.8001], [0.4697, -1.4672, -4.7012], [0.6959, -0.7252, -3.0886], [3.0033, 3.2344, -6.9063], [1.7001, 2.3415, -7.7570], [3.4082, 1.8438, -7.8350], [-4.3757, 5.8096, 2.4812], [-3.1818, 5.0989, 1.7749], [-2.0021, 5.3869, 2.3231], [-0.7710, 5.1210, 1.8644], [0.2556, 5.4221, 2.5311], [-0.7534, 4.5508, 0.6918], [0.4855, 4.1290, 0.1132], [-4.6755, 5.3916, 3.4421], [-5.2662, 5.7011, 1.8621], [-4.1632, 6.8688, 2.6261], [-3.1656, 5.3771, 0.7211], [-3.2697, 4.0125, 1.7927], [0.5878, 3.1238, 0.5221], [1.4241, 4.6693, 0.2369], [0.4192, 4.1047, -0.9745], [5.5023, 1.2500, 3.2715], [4.0817, 1.0384, 3.6197], [3.3495, 2.2458, 3.5080], [2.0411, 2.3708, 3.8161], [1.5314, 3.4749, 4.0006], [1.5053, 1.1705, 4.0578], [0.1301, 0.9552, 4.2946], [5.5778, 1.3666, 2.1904], [6.1615, 0.4046, 3.4683], [5.9095, 2.1173, 3.7913], [3.9665, 0.7789, 4.6720], [3.6119, 0.2379, 3.0483], [-0.0787, 0.7404, 5.3426], [-0.2311, 0.1165, 3.6994], [-0.4786, 1.8142, 4.0121], [-6.0942, -0.9444, 5.8805], [-6.9424, -0.4232, 4.6588], [-6.0859, 0.4490, 3.9333], [-6.3165, 0.6863, 2.6611], [-6.9699, -0.0741, 1.9781], [-5.6801, 1.7685, 2.2854], [-5.9000, 2.3328, 0.9866], [-5.0493, -1.2112, 5.7220], [-6.5745, -1.8208, 6.3156], [-6.0637, -0.1871, 6.6640], [-7.8635, 0.0749, 4.9616], [-7.2482, -1.3127, 4.1080], [-4.9358, 2.4731, 0.4981], [-6.2367, 3.3643, 1.0903], [-6.5152, 1.7771, 0.2789], [8.0669, -4.4126, -3.4193], [7.0924, -3.6625, -2.4607], [5.8311, -4.3692, -2.4980], [4.7755, -4.0042, -3.2299], [4.7759, -3.0376, -4.0101], [3.7776, -4.7483, -2.7688], [2.5927, -4.6641, -3.5030], [8.3529, -5.3961, -3.0465], [9.0040, -3.8573, -3.4578], [7.6802, -4.5156, -4.4332], [6.9866, -2.6257, -2.7800], [7.5770, -3.5110, -1.4962], [1.9781, -5.5492, -3.3387], [2.8150, -4.5779, -4.5666], [1.9736, -3.8078, -3.2358], [-9.9822, 1.3894, -2.0881], [-8.6389, 1.4580, -1.3679], [-7.7249, 1.1403, -2.4321], [-6.6186, 1.8983, -2.7038], [-6.3111, 3.0264, -2.2378], [-5.8961, 1.1007, -3.5506], [-4.6699, 1.5178, -4.0755], [-10.7797, 1.3722, -1.3453], [-10.0660, 0.4600, -2.6514], [-10.2359, 2.1655, -2.8101], [-8.4353, 0.7532, -0.5618], [-8.4462, 2.4193, -0.8915], [-3.9487, 0.7112, -4.2075], [-4.2059, 2.1134, -3.2893], [-4.7715, 2.0060, -5.0448], [-3.2829, 1.9517, 5.5862], [-3.3388, 3.1543, 4.6627], [-3.1304, 4.2908, 5.4775], [-1.8756, 4.8219, 5.6674], [-0.7949, 4.5807, 5.0493], [-1.8915, 5.7248, 6.6888], [-3.0905, 6.2320, 7.3024], [-2.2708, 1.7564, 5.9406], [-3.6457, 1.0699, 5.0581], [-3.8734, 2.1378, 6.4833], [-4.3626, 3.2473, 4.3004], [-2.6491, 3.1364, 3.8188], [-3.7827, 6.6921, 6.5971], [-2.8544, 7.0813, 7.9436], [-3.6137, 5.4622, 7.8696], [7.2372, 0.2147, -0.7170], [8.4838, 0.1174, 0.1591], [8.3441, -0.7707, 1.2582], [8.5821, -2.0743, 1.1638], [8.9181, -2.6674, 0.1272], [8.3322, -2.6996, 2.3664], [8.7162, -4.0217, 2.4956], [7.3891, -0.5225, -1.5054], [7.1466, 1.1802, -1.2147], [6.3314, 0.0157, -0.1442], [8.6866, 1.1181, 0.5406], [9.3708, -0.1352, -0.4220], [9.8026, -3.9967, 2.4101], [8.3297, -4.7084, 1.7425], [8.4531, -4.3525, 3.5003], [-1.5202, -6.8704, -0.0667], [-1.1354, -6.3893, 0.9894], [0.0190, -5.8305, 1.3042], [0.9374, -5.4790, 0.2751], [1.5945, -6.6857, -0.4398], [-2.0158, -6.5946, 2.1739], [1.7732, -5.0637, 0.8382], [0.4369, -4.7590, -0.3723], [2.2881, -7.1201, 0.2802], [2.0486, -6.4660, -1.4061], [0.8542, -7.4776, -0.5534], [-2.0791, -7.6731, 2.3186], [-3.0355, -6.2595, 1.9839], [-1.6766, -6.1345, 3.1020], [-2.8565, -3.1370, -3.8807], [-1.7245, -3.5443, -3.7057], [-0.8785, -3.9613, -4.5941], [-1.2793, -4.2050, -5.9793], [-0.0717, -4.1805, -6.9029], [-1.1432, -3.5698, -2.2316], [-2.0523, -3.4976, -6.2794], [-1.8026, -5.1610, -5.9983], [0.6006, -5.0357, -6.8346], [0.5282, -3.3112, -6.6340], [-0.3871, -4.1154, -7.9443], [-0.2386, -2.9675, -2.1488], [-0.9658, -4.5856, -1.8783], [-1.8276, -3.0593, -1.5541]]
}

=====

{
  "formula": "C3H5NO2",
  "method": "ωB97M-V with the def2-TZVPD basis set",
  "de_lowest_ev": 0.320,
  "smiles": "CC(=O)NC=O",
  "total_energy_ha": -322.5626,
  "charge": 0,
  "species": ["C", "C", "O", "N", "C", "O", "H", "H", "H", "H", "H"],
  "positions_angstrom": [[-1.7284, 0.0410, -0.0668], [-0.2816, 0.4533, 0.0262], [0.0627, 1.6087, -0.1245], [0.6778, -0.5296, 0.2284], [2.0171, -0.1024, 0.0921], [2.8298, -0.6654, -0.5905], [-1.9692, -0.1436, -1.1199], [-2.3175, 0.8992, 0.2605], [-1.9903, -0.8438, 0.5182], [0.4708, -1.5101, 0.0858], [2.2289, 0.7927, 0.6906]]
}